No. 1
# C25H58F4N14O31S

14 unconnected molecules or ions with the total composition C25H58F4N14O31S in a non-equilibrium geometry (ωB97M-V with the def2-TZVPD basis set, OMol25).

Atoms and positions in Å:
1 C 6.12 1.96 -1.03
2 C 5.40 1.17 -2.29
3 O 4.94 2.12 -3.33
4 C 3.75 2.88 -2.83
5 C 2.88 3.58 -4.03
6 C 1.25 3.49 -3.86
7 O 0.94 3.49 -2.40
8 C 0.38 4.84 -4.34
9 O 0.81 6.09 -4.23
10 N -0.98 4.38 -4.91
11 C -1.11 2.85 -4.74
12 C -2.02 2.44 -3.43
13 F -3.32 3.20 -3.49
14 C -2.45 0.85 -3.37
15 C -3.13 0.64 -1.85
16 C 0.46 2.40 -4.83
17 S 0.95 0.60 -4.79
18 O 1.20 0.09 -3.32
19 O 2.37 0.51 -5.48
20 C -0.17 -0.54 -5.79
21 F -0.46 -1.73 -4.92
22 F -1.42 0.09 -6.27
23 F 0.51 -1.11 -7.02
24 H 5.34 2.29 -0.20
25 H 6.74 2.90 -1.34
26 H 6.84 1.16 -0.52
27 H 6.21 0.46 -2.79
28 H 4.56 0.48 -1.86
29 H 3.16 2.13 -2.16
30 H 4.20 3.75 -2.16
31 H 3.19 4.73 -4.18
32 H 3.16 3.01 -5.04
33 H 1.15 4.40 -2.01
34 H -1.65 4.96 -4.37
35 H -1.70 2.57 -5.71
36 H -1.55 2.70 -2.40
37 H -1.52 0.11 -3.38
38 H -3.22 0.55 -4.22
39 H -3.69 1.61 -1.48
40 H -2.20 0.41 -1.14
41 H -3.89 -0.26 -1.90
42 H 0.75 2.81 -5.92
43 C -3.77 3.74 2.02
44 N -3.82 2.54 1.14
45 O -4.53 1.60 1.50
46 O -3.14 2.58 0.11
47 H -4.41 3.57 2.88
48 H -2.73 3.88 2.33
49 H -4.12 4.60 1.44
50 C -0.54 -2.84 0.00
51 N -1.89 -2.23 0.00
52 O -2.84 -2.95 -0.34
53 O -1.97 -1.04 0.34
54 H -0.62 -3.88 -0.32
55 H 0.08 -2.27 -0.69
56 H -0.15 -2.78 1.02
57 C -0.41 -4.73 4.28
58 N 0.67 -4.85 3.26
59 O 1.72 -5.41 3.60
60 O 0.44 -4.38 2.14
61 H -0.06 -5.18 5.21
62 H -0.61 -3.66 4.42
63 H -1.28 -5.25 3.89
64 C 2.72 -1.77 1.47
65 N 2.14 -0.66 2.29
66 O 1.14 -0.92 2.95
67 O 2.72 0.43 2.23
68 H 2.11 -2.66 1.61
69 H 2.70 -1.45 0.42
70 H 3.74 -1.93 1.81
71 C 7.83 5.70 1.33
72 N 7.23 4.49 0.69
73 O 6.24 4.00 1.23
74 O 7.79 4.08 -0.34
75 H 7.24 5.95 2.22
76 H 8.85 5.46 1.60
77 H 7.79 6.51 0.60
78 C 2.66 5.14 1.47
79 N 3.58 6.01 2.25
80 O 3.58 5.88 3.48
81 O 4.28 6.81 1.61
82 H 2.12 4.49 2.16
83 H 1.98 5.79 0.92
84 H 3.27 4.54 0.79
85 C 0.60 3.46 4.62
86 N -0.61 3.84 3.85
87 O -0.56 3.72 2.62
88 O -1.58 4.24 4.50
89 H 1.37 3.12 3.93
90 H 0.93 4.34 5.17
91 H 0.32 2.65 5.30
92 C -5.97 -3.33 -0.49
93 N -7.25 -4.00 -0.82
94 O -7.26 -4.76 -1.79
95 O -8.22 -3.75 -0.08
96 H -5.21 -3.64 -1.21
97 H -6.13 -2.25 -0.54
98 H -5.69 -3.63 0.52
99 C 2.01 -8.20 1.66
100 N 0.80 -7.82 0.88
101 O 0.86 -7.94 -0.35
102 O -0.17 -7.42 1.53
103 H 2.79 -8.54 0.97
104 H 2.35 -7.32 2.21
105 H 1.73 -9.01 2.34
106 C 4.01 -3.56 5.13
107 N 5.09 -3.69 4.11
108 O 6.13 -4.25 4.46
109 O 4.85 -3.22 2.99
110 H 4.35 -4.02 6.06
111 H 3.81 -2.50 5.27
112 H 3.13 -4.08 4.74
113 C 3.21 -4.59 9.00
114 N 2.00 -4.21 8.22
115 O 2.06 -4.32 6.99
116 O 1.03 -3.80 8.87
117 H 3.99 -4.93 8.30
118 H 3.55 -3.71 9.54
119 H 2.93 -5.40 9.67
120 C -7.05 1.19 -2.56
121 N -6.75 -0.17 -2.05
122 O -6.26 -0.26 -0.91
123 O -7.01 -1.12 -2.80
124 H -6.77 1.92 -1.80
125 H -6.46 1.33 -3.47
126 H -8.12 1.23 -2.77
127 C -9.02 -2.21 -5.35
128 N -10.38 -1.60 -5.36
129 O -11.32 -2.32 -5.70
130 O -10.46 -0.42 -5.01
131 H -9.10 -3.26 -5.68
132 H -8.40 -1.64 -6.05
133 H -8.63 -2.15 -4.34

Calculated values
**Energy above the lowest of the compared OMol25 structures with the same formula, charge and spin**: 238.89 kcal per mole
**Energy**: -132857.0444 eV
**E_LUMO**: -0.91 eV
**Highest occupied orbital energy**: -9.4 eV
**Gap between HOMO and LUMO**: 8.490 eV
**Spin multiplicity**: 1

---

No. 2
# C25H59BrI2PRhSbSi

A molecular structure, C25H59BrI2PRhSbSi in a non-equilibrium geometry (ωB97M-V with the def2-TZVPD basis set, OMol25).

Atoms and positions in Å:
1 Rh 3.49 -0.47 -1.62
2 I 1.51 0.06 -1.57
3 C 1.48 0.95 -3.51
4 I 3.45 0.60 -4.18
5 H 1.24 2.01 -3.52
6 H 0.81 0.36 -4.13
7 C 5.14 -3.43 -2.73
8 P 3.56 -2.88 -2.04
9 C 3.22 -3.91 -0.59
10 C 2.31 -3.35 -3.26
11 H 5.09 -4.50 -2.93
12 H 5.95 -3.24 -2.04
13 H 5.34 -2.91 -3.67
14 H 3.37 -4.96 -0.84
15 H 2.20 -3.76 -0.25
16 H 3.90 -3.65 0.23
17 H 2.35 -4.43 -3.44
18 H 2.48 -2.83 -4.20
19 H 1.31 -3.09 -2.89
20 C -7.84 -4.82 1.25
21 C -7.76 -3.31 1.50
22 C -9.12 -2.67 1.67
23 Sb -6.61 -2.36 -0.07
24 C -7.78 -1.31 -1.58
25 C -8.51 -2.34 -2.44
26 C -8.73 -0.28 -0.96
27 C -5.17 -1.08 0.89
28 C -5.92 0.08 1.54
29 C -4.05 -0.60 -0.03
30 H -8.35 -5.28 2.10
31 H -6.86 -5.28 1.15
32 H -8.43 -5.05 0.36
33 H -7.13 -3.11 2.38
34 H -9.76 -2.82 0.80
35 H -9.07 -1.60 1.87
36 H -9.62 -3.14 2.52
37 H -7.01 -0.81 -2.16
38 H -9.24 -2.90 -1.86
39 H -7.83 -3.04 -2.92
40 H -9.06 -1.81 -3.22
41 H -9.54 -0.75 -0.41
42 H -9.18 0.28 -1.78
43 H -8.23 0.43 -0.31
44 H -4.76 -1.73 1.66
45 H -6.30 0.79 0.79
46 H -5.24 0.63 2.19
47 H -6.76 -0.25 2.16
48 H -4.43 -0.10 -0.92
49 H -3.37 -1.40 -0.34
50 H -3.45 0.13 0.52
51 C 6.53 3.55 1.21
52 C 6.70 2.24 2.00
53 C 5.68 2.27 3.14
54 C 8.12 2.23 2.60
55 Si 6.56 0.69 0.91
56 Br 4.06 0.54 0.64
57 C 6.97 -0.98 1.74
58 C 6.56 -0.98 3.22
59 C 6.26 -2.17 1.09
60 C 8.49 -1.20 1.65
61 C 7.09 0.85 -0.91
62 C 8.60 1.22 -0.91
63 C 6.92 -0.46 -1.69
64 C 6.35 1.95 -1.69
65 H 6.60 4.38 1.91
66 H 5.55 3.62 0.73
67 H 7.30 3.70 0.45
68 H 5.89 3.13 3.78
69 H 5.71 1.39 3.78
70 H 4.66 2.40 2.77
71 H 8.27 3.16 3.16
72 H 8.91 2.20 1.83
73 H 8.29 1.41 3.29
74 H 5.49 -0.84 3.36
75 H 7.09 -0.24 3.81
76 H 6.81 -1.96 3.65
77 H 5.17 -2.07 1.15
78 H 6.53 -3.08 1.65
79 H 6.54 -2.34 0.06
80 H 9.06 -0.39 2.10
81 H 8.84 -1.35 0.63
82 H 8.74 -2.11 2.21
83 H 9.20 0.49 -0.36
84 H 8.78 2.21 -0.49
85 H 8.95 1.24 -1.94
86 H 7.56 -1.27 -1.32
87 H 7.17 -0.29 -2.74
88 H 5.89 -0.84 -1.67
89 H 6.45 2.93 -1.24
90 H 5.28 1.74 -1.79
91 H 6.77 2.00 -2.70

Calculated values
**Energy above the lowest of the compared OMol25 structures with the same formula, charge and spin**: 31.34 kcal per mole
**Energy**: -139810.3589 eV
**E_LUMO (alpha / beta)**: -8.34 / -10.21 eV
**Highest occupied orbital energy (alpha / beta)**: -15.4 / -16.2 eV
**Net charge**: +3
**Gap between HOMO and LUMO (alpha / beta)**: 7.088 / 5.996 eV
**Spin multiplicity**: 5
**Expectation value of S²**: 6.012

---

No. 3
# C25H60BF3NO14P3

4 unconnected molecules or ions with the total composition C25H60BF3NO14P3 in a non-equilibrium geometry (ωB97M-V with the def2-TZVPD basis set, OMol25).

Atoms and positions in Å:
1 C 11.17 -3.05 -0.24
2 C 10.01 -4.15 -0.57
3 C 9.32 -4.63 0.88
4 O 7.88 -4.90 0.75
5 B 7.06 -3.69 0.95
6 C 5.41 -3.92 1.15
7 N 4.99 -4.81 -0.01
8 C 4.48 -4.00 -1.19
9 C 7.59 -2.13 0.96
10 O 6.61 -1.35 0.15
11 C 6.88 0.09 0.21
12 F 6.78 0.67 1.59
13 F 5.82 0.80 -0.59
14 F 8.20 0.43 -0.43
15 H 10.76 -1.96 0.00
16 H 11.87 -2.98 -1.19
17 H 11.82 -3.36 0.70
18 H 9.16 -3.66 -1.24
19 H 10.48 -5.04 -1.17
20 H 9.61 -3.94 1.77
21 H 9.83 -5.69 1.10
22 H 4.82 -2.92 1.24
23 H 5.28 -4.52 2.18
24 H 4.18 -5.40 0.34
25 H 4.09 -2.93 -0.87
26 H 5.30 -3.92 -2.03
27 H 3.51 -4.57 -1.60
28 H 8.63 -1.95 0.47
29 H 7.53 -1.73 2.06
30 C 1.22 -3.54 -7.20
31 C -0.05 -4.14 -6.60
32 O -0.22 -3.76 -5.25
33 P -0.56 -2.18 -4.94
34 O -2.08 -2.31 -5.24
35 O -0.75 -2.31 -3.28
36 C -2.01 -1.96 -2.70
37 C -2.95 -3.16 -2.64
38 O 1.13 -2.02 -4.60
39 C 1.62 -0.70 -4.78
40 C 0.93 0.30 -3.87
41 H 1.14 -2.45 -7.27
42 H 1.40 -3.94 -8.20
43 H 2.09 -3.76 -6.56
44 H -0.92 -3.84 -7.18
45 H 0.02 -5.23 -6.64
46 H -2.47 -1.13 -3.25
47 H -1.82 -1.60 -1.69
48 H -2.94 -3.76 -3.56
49 H -3.97 -2.84 -2.44
50 H -2.64 -3.83 -1.84
51 H 1.49 -0.41 -5.83
52 H 2.69 -0.72 -4.56
53 H -0.14 0.39 -4.10
54 H 1.38 1.29 -3.98
55 H 1.00 -0.01 -2.82
56 C -6.57 4.40 0.84
57 C -6.92 3.32 -0.18
58 O -6.13 3.43 -1.35
59 P -4.52 3.07 -1.21
60 O -4.72 1.54 -1.32
61 O -4.11 3.26 -2.82
62 C -3.58 2.14 -3.53
63 C -4.68 1.30 -4.18
64 O -4.30 4.78 -1.09
65 C -3.11 5.15 -0.40
66 C -1.86 4.63 -1.08
67 H -5.56 4.24 1.23
68 H -7.27 4.38 1.68
69 H -6.59 5.39 0.38
70 H -6.81 2.33 0.25
71 H -7.97 3.44 -0.48
72 H -2.95 1.53 -2.87
73 H -2.91 2.53 -4.31
74 H -5.54 1.15 -3.52
75 H -4.29 0.33 -4.49
76 H -5.06 1.82 -5.06
77 H -3.17 4.78 0.63
78 H -3.08 6.25 -0.37
79 H -1.84 3.53 -1.08
80 H -0.96 4.98 -0.57
81 H -1.82 4.94 -2.13
82 C -4.90 0.11 7.97
83 C -4.69 -0.23 6.51
84 O -4.68 0.93 5.70
85 P -3.39 1.95 5.87
86 O -2.45 1.13 4.95
87 O -3.80 3.04 4.67
88 C -2.91 3.24 3.57
89 C -3.21 2.27 2.43
90 O -4.43 2.87 6.89
91 C -3.73 3.67 7.84
92 C -2.81 4.69 7.18
93 H -4.04 0.65 8.37
94 H -5.04 -0.80 8.57
95 H -5.78 0.75 8.11
96 H -3.77 -0.79 6.37
97 H -5.52 -0.86 6.16
98 H -1.87 3.16 3.90
99 H -3.04 4.27 3.22
100 H -3.41 1.25 2.77
101 H -2.39 2.25 1.72
102 H -4.11 2.59 1.90
103 H -3.16 3.01 8.50
104 H -4.48 4.19 8.45
105 H -2.02 4.19 6.62
106 H -2.34 5.33 7.93
107 H -3.37 5.31 6.47

Calculated values
**Energy**: -93740.6028 eV
**E_LUMO**: -2.02 eV
**Highest occupied orbital energy**: -8.8 eV
**Gap between HOMO and LUMO**: 6.813 eV
**SMILES**: CCCOB(CNC)COC(F)(F)F.CCOP(=O)(OCC)OCC.CCOP(=O)(OCC)OCC.CCOP(=O)(OCC)OCC
**Spin multiplicity**: 1

---

No. 4
# C25H60Cl12O21S7

11 unconnected molecules or ions with the total composition C25H60Cl12O21S7 in a non-equilibrium geometry (ωB97M-V with the def2-TZVPD basis set, OMol25).

Atoms and positions in Å:
1 C 0.48 -3.00 -4.56
2 C 2.01 -3.28 -4.61
3 O 2.76 -2.06 -4.74
4 S 3.70 -1.77 -3.49
5 C 2.51 -1.45 -2.23
6 O 4.50 -2.92 -3.11
7 O 4.37 -0.54 -3.81
8 H 0.10 -2.57 -3.62
9 H -0.13 -3.83 -4.78
10 H 0.17 -2.28 -5.32
11 H 2.28 -3.86 -3.74
12 H 2.33 -3.90 -5.43
13 H 3.03 -0.88 -1.47
14 H 2.01 -2.32 -1.77
15 H 1.70 -0.73 -2.57
16 C 1.19 -5.51 6.27
17 C -0.08 -4.96 5.70
18 O -0.34 -3.61 6.15
19 S 0.33 -2.46 5.30
20 C -1.13 -1.81 4.51
21 O 0.77 -1.48 6.27
22 O 1.25 -2.96 4.31
23 H 1.00 -6.30 6.99
24 H 1.69 -4.59 6.67
25 H 1.83 -5.94 5.51
26 H -0.07 -4.95 4.59
27 H -0.99 -5.48 5.92
28 H -0.93 -0.78 4.41
29 H -2.04 -1.86 5.14
30 H -1.19 -2.38 3.59
31 C -2.46 4.70 -6.05
32 C -2.43 3.44 -5.18
33 O -3.16 2.42 -5.87
34 S -3.52 1.03 -5.16
35 C -1.92 0.25 -4.78
36 O -4.11 1.24 -3.87
37 O -4.26 0.29 -6.14
38 H -2.03 5.54 -5.45
39 H -3.43 5.03 -6.33
40 H -1.90 4.51 -6.96
41 H -1.46 3.12 -5.03
42 H -2.94 3.57 -4.24
43 H -1.33 0.97 -4.24
44 H -1.43 0.09 -5.73
45 H -2.13 -0.68 -4.29
46 C 4.74 2.83 -2.18
47 C 3.46 2.14 -2.54
48 O 2.80 3.02 -3.62
49 S 1.70 2.45 -4.55
50 C 2.36 1.43 -5.82
51 O 0.84 1.67 -3.78
52 O 1.15 3.56 -5.16
53 H 5.20 2.22 -1.39
54 H 4.48 3.85 -1.84
55 H 5.43 3.02 -3.02
56 H 3.54 1.19 -2.98
57 H 2.78 2.18 -1.65
58 H 3.04 2.00 -6.37
59 H 1.61 0.96 -6.43
60 H 2.94 0.60 -5.41
61 C -3.03 1.22 6.75
62 C -4.38 1.47 6.05
63 O -4.29 1.68 4.66
64 S -4.29 0.41 3.71
65 C -5.76 0.43 2.70
66 O -3.18 0.48 2.86
67 O -4.39 -0.72 4.62
68 H -3.29 1.26 7.87
69 H -2.33 2.03 6.54
70 H -2.72 0.24 6.42
71 H -5.12 0.64 6.25
72 H -4.73 2.47 6.30
73 H -6.73 0.60 3.20
74 H -5.70 -0.59 2.23
75 H -5.71 1.27 1.97
76 C 5.88 -4.58 1.76
77 C 4.48 -3.97 1.74
78 O 4.68 -2.51 1.79
79 S 3.60 -1.50 1.30
80 C 3.28 -0.74 2.82
81 O 4.07 -0.57 0.35
82 O 2.45 -2.34 0.93
83 H 6.22 -4.69 2.79
84 H 6.56 -4.01 1.14
85 H 5.81 -5.58 1.30
86 H 3.98 -4.18 0.75
87 H 3.89 -4.37 2.60
88 H 2.69 0.09 2.65
89 H 4.18 -0.54 3.39
90 H 2.74 -1.45 3.44
91 C -1.72 3.75 -1.40
92 C -1.23 2.33 -1.01
93 O -0.39 2.34 0.25
94 S 0.57 1.10 0.47
95 C -0.12 0.24 1.77
96 O 0.59 0.32 -0.70
97 O 1.76 1.74 1.00
98 H -2.42 4.28 -0.74
99 H -2.15 3.53 -2.39
100 H -0.83 4.39 -1.47
101 H -1.97 1.57 -0.75
102 H -0.55 2.04 -1.84
103 H -1.04 -0.19 1.39
104 H -0.30 0.90 2.60
105 H 0.60 -0.54 2.07
106 Cl 0.40 -5.45 -1.99
107 C -1.04 -4.52 -1.53
108 Cl -0.62 -3.54 -0.13
109 Cl -2.46 -5.47 -1.42
110 H -1.07 -3.70 -2.24
111 Cl -4.40 6.95 3.98
112 C -3.72 5.40 3.41
113 Cl -2.10 5.61 2.88
114 Cl -4.67 4.78 2.09
115 H -3.80 4.76 4.28
116 Cl -4.75 -1.48 -0.15
117 C -4.13 -1.20 -1.79
118 Cl -4.71 -2.55 -2.75
119 Cl -2.37 -1.08 -1.66
120 H -4.48 -0.25 -2.21
121 Cl 1.58 5.28 2.90
122 C 2.68 4.64 1.80
123 Cl 4.34 4.85 2.34
124 Cl 2.40 5.48 0.28
125 H 2.55 3.56 1.76

Calculated values
**Energy**: -296006.5142 eV
**E_LUMO**: 0.09 eV
**Highest occupied orbital energy**: -10.6 eV
**Gap between HOMO and LUMO**: 10.744 eV
**SMILES**: CCOS(C)(=O)=O.CCOS(C)(=O)=O.CCOS(C)(=O)=O.CCOS(C)(=O)=O.CCOS(C)(=O)=O.CCOS(C)(=O)=O.CCOS(C)(=O)=O.ClC(Cl)Cl.ClC(Cl)Cl.ClC(Cl)Cl.ClC(Cl)Cl
**Spin multiplicity**: 1

---

Among the records above, which one has the highest spin multiplicity? C25H59BrI2PRhSbSi

---

Which value of spin multiplicity does entry 1 give? 1

---

Among the records above, which one has the highest spin multiplicity? C25H59BrI2PRhSbSi